Below is C45H50CdN8SSi as an isolated structure, with properties calculated with ωB97M-V/def2-TZVPD.

For the total energy, the calculation gives -3038.3270 Ha. The highest occupied orbital energy is 0.9 eV. As for the gap between HOMO and LUMO: 0.09389 hartree. As for the energy above the lowest of the compared OMol25 structures with the same formula, charge and spin: 0.00 kcal per mole. As for the total charge: -2. For the strongest force on any atom, the calculation gives 0.548 eV/Å.

```
106
Properties=species:S:1:pos:R:3:forces:R:3
Cd -0.28175 0.14543 -0.70030 -0.32 -0.27 -0.35
C -3.39986 -0.64967 -0.29446 -0.05 0.00 -0.05
N -2.45425 -1.09901 -1.33323 -0.03 -0.04 0.07
C -2.30321 -2.55034 -1.30212 -0.02 -0.01 -0.04
C -2.91211 -0.56725 -2.58622 0.03 -0.01 -0.01
C -3.82232 -1.25992 -3.36778 -0.01 0.01 0.01
C -4.43571 -0.67625 -4.47025 -0.01 0.00 0.00
C -4.16701 0.65782 -4.73171 0.02 0.00 0.02
C -3.23590 1.35118 -3.97599 0.01 -0.01 -0.05
C -2.49942 0.74361 -2.93658 0.03 0.08 0.04
N -1.50217 1.37112 -2.22220 0.05 0.14 -0.16
C -0.82796 2.43577 -2.80212 0.07 -0.01 0.03
C -0.58366 2.55049 -4.18299 -0.03 0.03 -0.02
C 0.19468 3.55963 -4.73304 -0.04 0.01 -0.01
C 0.78848 4.49792 -3.90841 -0.01 0.00 0.01
C 0.58443 4.40425 -2.53579 -0.01 0.05 -0.05
C -0.20691 3.41109 -1.96594 0.03 -0.09 -0.10
N -0.34600 3.30002 -0.56226 -0.07 0.04 0.08
C 0.59311 4.09306 0.20574 0.00 0.04 0.01
C -1.71498 3.52536 -0.08520 0.12 -0.07 -0.03
H -4.40803 -1.03015 -0.51508 -0.01 0.00 -0.01
H -3.08537 -0.99451 0.68673 -0.12 0.04 -0.11
H -3.42373 0.43922 -0.27571 0.00 0.00 0.00
H -3.27154 -3.07183 -1.28704 -0.01 0.01 0.00
H -1.72891 -2.88143 -2.16657 -0.03 0.00 0.02
H -1.75327 -2.83277 -0.40599 0.02 -0.01 0.02
H -4.07478 -2.27690 -3.09556 0.00 0.01 0.00
H -5.13429 -1.24033 -5.07531 0.00 0.00 0.00
H -4.68001 1.17367 -5.53625 0.00 -0.01 0.00
H -3.05290 2.39108 -4.20583 0.02 0.02 0.00
H -0.98368 1.79332 -4.84118 -0.03 -0.02 0.00
H 0.35458 3.58240 -5.80514 0.00 0.01 -0.01
H 1.41196 5.28668 -4.31086 0.00 0.00 -0.01
H 1.06509 5.13012 -1.89523 -0.01 -0.02 -0.03
H 0.45060 5.17682 0.06095 0.00 0.00 0.03
H 0.44882 3.88864 1.26324 -0.02 -0.01 0.03
H 1.61654 3.83048 -0.06591 0.00 0.00 -0.01
H -1.98432 4.58897 -0.18030 -0.02 -0.01 0.00
H -2.40667 2.92116 -0.66365 -0.02 -0.03 -0.04
H -1.78430 3.22924 0.96129 0.01 -0.03 0.02
S 4.06145 1.81991 -3.73032 0.03 0.01 0.00
C 2.49874 1.76916 -2.97436 -0.15 -0.16 -0.08
N 2.45887 1.50242 -1.72025 0.34 0.21 0.18
C 3.76007 1.37366 -1.22753 -0.03 0.04 -0.08
C 4.10950 1.20306 0.10991 0.02 -0.02 0.03
C 5.44248 1.09327 0.44893 0.00 0.00 0.01
C 6.44401 1.16346 -0.52535 0.00 0.01 0.01
C 6.12097 1.37373 -1.85092 0.00 0.00 -0.02
C 4.77521 1.48931 -2.18883 0.00 -0.03 0.00
H 1.62006 1.93106 -3.58206 0.00 0.02 0.03
H 3.34117 1.16463 0.86323 -0.08 -0.03 0.05
H 5.71291 0.95088 1.48757 0.00 0.00 -0.01
H 7.48297 1.06459 -0.23657 0.00 0.00 0.00
H 6.89218 1.45168 -2.60669 0.00 0.00 0.00
C 3.55518 -2.85194 -0.37544 0.04 -0.03 0.03
Si 1.83720 -2.30513 0.22668 -0.08 0.13 -0.12
C 1.09669 -3.76369 1.19122 0.00 -0.02 0.08
C 2.06136 -1.05324 1.61075 -0.01 -0.01 0.03
N 0.93009 -1.70577 -1.13661 0.24 -0.05 -0.01
C 0.86096 -2.53053 -2.24714 -0.10 -0.03 0.03
C 0.57102 -2.10475 -3.57464 0.05 -0.03 0.00
C 0.42617 -3.03619 -4.59984 0.01 0.00 0.01
C 0.59687 -4.39942 -4.42796 0.00 0.00 0.01
C 0.94546 -4.83410 -3.15695 -0.01 0.03 -0.01
C 1.06925 -3.92995 -2.12015 0.00 -0.10 -0.02
H 3.66827 -3.93928 -0.38708 0.01 0.02 -0.01
H 4.32686 -2.44346 0.28276 0.02 -0.01 0.00
H 3.74949 -2.48679 -1.38709 -0.02 0.01 0.01
H 1.78081 -3.99246 2.01641 0.00 0.01 0.00
H 0.91984 -4.68709 0.63839 0.00 0.02 0.08
H 0.15668 -3.44997 1.65133 -0.03 0.01 0.00
H 3.09520 -1.10937 1.96815 -0.02 0.04 0.01
H 1.40436 -1.31589 2.44316 -0.01 -0.01 0.01
H 1.81852 -0.01676 1.39182 0.03 0.01 -0.11
H 0.54056 0.03249 -3.18186 0.02 0.01 0.19
H 0.18139 -2.65111 -5.58652 0.00 -0.01 0.00
H 0.47344 -5.08839 -5.25431 0.00 -0.01 0.00
H 1.11004 -5.88776 -2.95643 0.00 0.00 -0.01
H 1.31435 -4.33094 -1.14873 -0.01 0.05 -0.13
C 0.45520 -0.66964 -3.99847 -0.10 0.10 0.01
H -0.50647 -0.48212 -4.48205 -0.01 0.00 -0.01
H 1.24420 -0.42737 -4.71708 0.00 0.02 -0.02
N -1.94488 -1.02532 6.27578 0.02 0.02 0.00
C -2.01956 -0.74352 7.62019 0.01 0.01 -0.02
C -2.49909 -1.45128 8.69488 -0.01 0.00 0.02
C -2.43087 -0.85283 9.97425 0.01 0.00 -0.03
C -1.89045 0.41585 10.11083 0.00 0.01 -0.01
C -1.40069 1.13809 9.01412 0.00 0.00 0.01
C -1.45337 0.56861 7.73489 -0.01 -0.01 0.02
N -1.05384 1.04780 6.54035 0.00 -0.02 -0.04
C -1.34042 0.07246 5.60988 -0.04 0.01 0.10
C -1.11446 0.09161 4.26620 0.02 0.00 -0.09
C -1.42751 -1.00843 3.34925 0.01 0.01 0.03
C -1.26365 -0.88496 2.01695 0.17 -0.02 0.07
N -0.81760 0.25574 1.35579 0.02 0.03 0.42
C -0.36365 1.24646 2.23890 -0.01 -0.02 -0.02
C -0.47872 1.21412 3.57845 -0.02 0.01 0.02
H -2.21826 -1.88155 5.83641 -0.01 -0.01 0.00
H -2.92234 -2.44346 8.56912 0.00 0.00 0.00
H -2.80025 -1.38763 10.84194 0.00 0.00 0.00
H -1.84414 0.86521 11.09885 0.00 0.00 0.00
H -0.98235 2.13008 9.14337 0.00 -0.01 0.00
H -1.76808 -1.97372 3.71373 0.01 0.01 0.02
H -1.47459 -1.73936 1.38197 0.11 -0.04 0.06
H 0.14550 2.07281 1.76421 0.01 0.01 -0.03
H -0.08359 2.03478 4.16485 0.00 -0.02 0.01
```
Positions in Å, forces in eV/Å.


Below is one molecule with the formula C4H7ClO3 at a distorted geometry, with properties calculated with ωB97M-V/def2-TZVPD.

For the total energy, the calculation gives -842.4652 Ha. The highest occupied orbital energy is -10.1 eV. As for the SMILES: CO[C@H](CCl)C(=O)O. As for the gap between HOMO and LUMO: 0.39664 hartree. As for the energy above the lowest of the compared OMol25 structures with the same formula, charge and spin: 46.38 kcal per mole. For the strongest force on any atom, the calculation gives 4.655 eV/Å.

```
15
Properties=species:S:1:pos:R:3:forces:R:3
C 1.96714 -0.48026 -0.45197 0.09 -3.61 1.31
O 0.49650 -0.99018 -0.47083 3.72 1.37 0.30
C -0.08875 -0.16191 0.44566 -3.39 1.50 -0.24
C -1.49899 -0.59554 0.79088 -0.71 -4.24 1.79
Cl -2.50195 -0.47610 -0.66256 -1.06 0.09 0.04
C -0.47091 1.24521 -0.09118 0.68 2.61 1.26
O -0.72086 2.12674 0.71919 0.34 -1.41 -0.74
O -0.51001 1.61303 -1.38155 0.30 0.19 -0.02
H 2.38142 -0.76586 0.58482 -0.77 0.36 -1.33
H 2.07799 0.60398 -0.47788 -0.31 -0.14 -0.90
H 2.56964 -1.17809 -1.14359 -1.17 1.75 0.56
H 0.27854 0.02283 1.45082 1.42 -0.22 -0.11
H -1.87420 -0.12336 1.76861 0.21 -0.21 -2.04
H -1.54727 -1.78806 0.98925 0.50 2.75 -0.19
H -0.55830 0.94757 -2.06969 0.15 -0.80 0.31
```
Positions in Å, forces in eV/Å.


Below is a 2-piece molecular cluster, C3H9NO2 overall, with properties calculated with ωB97M-V/def2-TZVPD.

For the total energy, the calculation gives -324.9408 Ha. The highest occupied orbital energy is -9.9 eV. As for the SMILES: O=CO.CNC. As for the gap between HOMO and LUMO: 0.39589 hartree. As for the energy above the lowest of the compared OMol25 structures with the same formula, charge and spin: 19.99 kcal per mole. For the strongest force on any atom, the calculation gives 0.702 eV/Å.

```
15
Properties=species:S:1:pos:R:3:forces:R:3
O -2.34393 0.39509 -1.32199 -0.07 0.02 0.16
C -1.63490 1.24906 -1.79117 0.00 -0.17 -0.10
O -0.37510 1.46687 -1.45945 -0.31 0.20 0.43
H -1.98464 1.93585 -2.56855 0.07 0.08 -0.16
H -0.18348 0.96871 -0.58237 0.45 -0.16 -0.51
C 1.79555 -0.46516 0.36597 0.07 0.50 0.00
N 0.47854 0.09006 0.67061 -0.26 -0.07 0.31
C -0.48641 -0.95003 1.03506 -0.10 -0.12 -0.08
H 2.52902 0.33663 0.29943 -0.04 0.11 -0.08
H 2.14510 -1.14442 1.14566 -0.05 -0.27 -0.07
H 1.76258 -0.95099 -0.60600 0.01 -0.24 0.04
H 0.54711 0.73758 1.44545 0.15 0.00 0.05
H -0.79885 -1.50517 0.15145 0.02 0.09 -0.08
H -1.37541 -0.49864 1.46683 -0.05 0.06 -0.05
H -0.07516 -1.66545 1.74908 0.11 -0.04 0.15
```
Positions in Å, forces in eV/Å.